{"formula": "C32H51ClN3O5Y", "method": "the ωB97M-V functional and the def2-TZVPD basis", "homo_energy_ev": [-6.762, -6.762], "orbital_gap_ev": [6.91, 6.91], "energy_ev": -62286.9989, "lumo_ev": [0.148, 0.147], "total_charge": 0, "species": ["O", "C", "C", "C", "H", "C", "H", "C", "H", "C", "H", "C", "H", "H", "C", "C", "H", "H", "H", "C", "C", "H", "H", "H", "H", "Y", "Cl", "C", "O", "N", "C", "C", "H", "H", "H", "H", "H", "H", "H", "H", "H", "C", "C", "N", "H", "C", "O", "H", "H", "H", "H", "H", "H", "C", "C", "N", "H", "C", "O", "H", "H", "H", "H", "C", "C", "C", "C", "C", "C", "C", "C", "C", "C", "C", "C", "O", "H", "H", "H", "H", "H", "H", "H", "H", "H", "H", "H", "H", "H", "H", "H", "H", "H"], "coordinates": [[0.01, -1.79, -0.98], [0.97, -2.69, -0.88], [0.39, -3.95, -0.23], [-0.76, -3.88, 0.54], [-1.28, -2.93, 0.64], [-1.26, -5.04, 1.15], [-2.16, -4.97, 1.75], [-0.60, -6.25, 0.98], [-0.99, -7.15, 1.45], [0.55, -6.31, 0.19], [1.07, -7.26, 0.05], [1.05, -5.16, -0.41], [1.95, -5.19, -1.02], [1.28, -2.94, -1.90], [3.01, -1.21, -1.04], [2.24, -2.18, -0.19], [4.06, -1.15, -0.74], [2.58, -0.19, -0.98], [2.93, -1.51, -2.08], [2.51, -2.51, 1.12], [3.65, -1.98, 1.95], [1.83, -3.19, 1.62], [4.29, -2.79, 2.27], [3.28, -1.48, 2.85], [4.25, -1.26, 1.39], [-0.10, 0.05, 0.08], [2.04, -0.08, 1.28], [0.18, 2.31, 1.85], [-0.18, 2.08, 0.67], [0.00, 3.51, 2.35], [-0.20, 4.67, 1.49], [0.02, 3.71, 3.78], [0.64, 1.54, 2.49], [-0.27, 4.34, 0.46], [0.65, 5.36, 1.60], [-1.12, 5.19, 1.79], [0.01, 2.74, 4.29], [-0.87, 4.28, 4.09], [0.92, 4.27, 4.08], [-4.47, -2.88, -1.64], [-5.20, -0.69, -0.19], [-3.51, -2.66, -1.17], [-4.14, -0.61, 0.06], [-3.35, -1.24, -0.99], [-2.70, -3.06, -1.79], [-2.39, -0.59, -1.64], [-1.80, 0.43, -1.19], [-3.85, 0.43, 0.16], [-2.13, -0.97, -2.62], [-3.47, -3.16, -0.18], [-3.94, -1.13, 1.01], [2.05, 3.12, -3.93], [0.59, 1.70, -5.76], [2.40, 2.11, -3.70], [0.93, 0.81, -5.23], [1.32, 1.15, -3.88], [2.76, 2.07, -2.67], [0.75, 0.56, -2.84], [1.02, 0.93, -1.67], [0.12, 0.07, -5.19], [0.07, -0.28, -3.06], [3.23, 1.85, -4.37], [1.79, 0.38, -5.77], [-1.02, -0.18, 4.51], [-2.51, -0.08, 4.15], [-3.36, -0.22, 5.42], [-2.81, 1.18, 3.32], [-3.41, 2.27, 3.94], [-3.73, 3.41, 3.24], [-3.48, 3.47, 1.87], [-2.92, 2.45, 1.11], [-3.05, 2.77, -0.46], [-4.33, 3.53, -0.84], [-1.91, 3.44, -1.24], [-2.45, 1.20, 1.91], [-1.80, 0.19, 1.54], [-0.73, 0.66, 5.15], [-0.39, -0.19, 3.62], [-0.83, -1.11, 5.06], [-2.78, -0.95, 3.52], [-3.12, 0.55, 6.16], [-4.42, -0.16, 5.17], [-3.18, -1.19, 5.89], [-3.68, 2.27, 5.00], [-4.21, 4.26, 3.75], [-3.82, 4.43, 1.42], [-3.25, 1.84, -1.00], [-4.28, 4.59, -0.58], [-4.48, 3.50, -1.93], [-5.21, 3.07, -0.39], [-0.95, 2.90, -1.22], [-2.17, 3.48, -2.31], [-1.78, 4.48, -0.93]], "lowdin_charge": [-0.31, -0.46, -0.18, -0.05, 0.10, -0.09, 0.10, -0.10, 0.10, -0.09, 0.10, -0.04, 0.12, 0.14, -0.12, -0.34, 0.08, 0.01, 0.07, -0.22, -0.21, 0.11, 0.06, 0.05, 0.04, 1.24, 0.41, -0.31, -0.19, -0.14, -0.01, -0.02, 0.08, 0.07, 0.10, 0.10, 0.08, 0.10, 0.09, 0.09, 0.11, -0.03, -0.01, -0.14, 0.10, -0.25, -0.15, 0.06, 0.15, 0.09, 0.10, 0.10, 0.10, -0.01, -0.04, -0.17, 0.10, -0.25, -0.14, 0.09, 0.14, 0.10, 0.10, -0.06, -0.37, -0.09, -0.13, -0.08, -0.13, -0.11, -0.05, -0.36, -0.10, -0.09, -0.34, -0.19, 0.08, 0.05, 0.08, 0.13, 0.07, 0.08, 0.08, 0.10, 0.10, 0.11, 0.09, 0.07, 0.08, 0.08, 0.05, 0.08, 0.08]}

=====

{"formula": "C32H51N4O2P2W", "method": "the ωB97M-V functional and the def2-TZVPD basis", "homo_energy_ev": [-17.061, -17.107], "multiplicity": 3, "orbital_gap_ev": [5.93, 6.18], "energy_ev": -64439.2804, "lumo_ev": [-11.130, -10.928], "total_charge": 3, "species": ["C", "C", "C", "C", "C", "H", "H", "H", "N", "P", "P", "C", "H", "H", "C", "O", "C", "H", "C", "C", "C", "C", "C", "H", "H", "H", "C", "H", "H", "H", "C", "H", "H", "H", "C", "H", "H", "H", "C", "H", "H", "H", "C", "H", "H", "H", "C", "H", "H", "H", "C", "H", "H", "H", "C", "H", "H", "H", "C", "H", "H", "H", "C", "H", "H", "H", "C", "H", "H", "H", "W", "N", "C", "C", "C", "C", "C", "H", "C", "H", "C", "H", "H", "H", "N", "C", "N", "O", "H", "H", "H", "H"], "coordinates": [[-1.86, -1.75, -0.71], [0.35, -1.85, -1.65], [-2.27, -2.79, -1.53], [-0.18, -2.64, -2.67], [-1.43, -3.20, -2.56], [-3.24, -3.25, -1.38], [0.43, -2.82, -3.53], [-1.75, -3.99, -3.24], [-0.57, -1.26, -0.74], [-2.48, 0.58, 0.80], [2.16, -0.61, 0.05], [-2.86, -1.17, 0.30], [-3.91, -1.25, -0.05], [-2.87, -1.77, 1.23], [0.38, 0.99, 2.17], [0.65, 1.36, 3.28], [1.76, -1.90, -1.41], [2.28, -1.34, -2.17], [3.63, 0.72, -0.15], [2.79, -2.34, 0.60], [-3.45, 1.65, -0.48], [-3.31, 0.72, 2.53], [3.19, 2.11, 0.35], [2.88, 2.08, 1.40], [4.04, 2.80, 0.26], [2.37, 2.52, -0.26], [4.85, 0.27, 0.69], [4.58, 0.23, 1.75], [5.25, -0.70, 0.36], [5.66, 1.02, 0.59], [3.99, 0.83, -1.63], [4.79, 1.58, -1.74], [4.37, -0.10, -2.07], [3.13, 1.18, -2.22], [3.38, -2.31, 1.99], [2.68, -1.81, 2.68], [3.50, -3.35, 2.31], [4.34, -1.79, 2.03], [1.57, -3.29, 0.64], [0.77, -2.89, 1.28], [1.13, -3.48, -0.36], [1.90, -4.30, 0.94], [3.80, -2.77, -0.52], [3.91, -2.07, -1.37], [4.82, -2.92, -0.13], [3.42, -3.70, -0.98], [-3.14, 2.14, 3.07], [-3.54, 2.17, 4.10], [-2.08, 2.43, 3.11], [-3.69, 2.89, 2.49], [-2.59, -0.23, 3.49], [-2.59, -1.28, 3.17], [-1.54, 0.07, 3.64], [-3.09, -0.18, 4.47], [-4.80, 0.33, 2.50], [-5.13, 0.12, 3.53], [-5.44, 1.13, 2.12], [-4.99, -0.59, 1.91], [-2.93, 1.30, -1.88], [-3.52, 1.86, -2.63], [-1.90, 1.62, -2.01], [-3.00, 0.23, -2.11], [-3.14, 3.14, -0.21], [-2.06, 3.31, -0.14], [-3.52, 3.74, -1.05], [-3.62, 3.51, 0.71], [-4.97, 1.40, -0.48], [-5.22, 0.33, -0.55], [-5.47, 1.83, 0.39], [-5.40, 1.89, -1.37], [-0.05, 0.53, 0.32], [0.11, 1.89, -1.06], [0.42, 2.52, -2.10], [0.89, 2.22, -3.46], [0.94, 3.54, -3.95], [1.15, 1.14, -4.47], [1.05, 3.85, -5.27], [0.84, 4.31, -3.17], [1.29, 1.52, -5.82], [1.24, 0.07, -4.20], [1.22, 2.86, -6.22], [0.98, 4.90, -5.50], [1.44, 0.76, -6.60], [1.30, 3.12, -7.27], [1.51, -1.32, 4.49], [0.49, -2.24, 4.23], [0.48, -3.29, 5.14], [-0.24, -2.19, 3.25], [1.95, -1.39, 5.40], [1.36, -0.38, 4.15], [-0.38, -3.80, 5.11], [0.80, -3.05, 6.07]], "lowdin_charge": [-0.28, -0.34, 0.03, 0.01, 0.03, 0.14, 0.14, 0.15, -0.05, 1.06, 1.13, -0.23, 0.10, 0.11, -0.29, 0.09, -0.16, 0.08, -0.62, -0.64, -0.64, -0.65, -0.10, 0.08, 0.12, 0.05, -0.07, 0.09, 0.08, 0.12, -0.08, 0.12, 0.09, 0.06, -0.08, 0.05, 0.12, 0.07, -0.07, 0.07, 0.07, 0.12, -0.06, 0.06, 0.11, 0.11, -0.07, 0.12, 0.08, 0.07, -0.10, 0.07, 0.05, 0.11, -0.06, 0.11, 0.07, 0.09, -0.10, 0.11, 0.03, 0.08, -0.08, 0.06, 0.11, 0.07, -0.06, 0.09, 0.08, 0.11, 1.20, -0.06, 0.01, -0.15, -0.05, 0.03, -0.02, 0.14, -0.03, 0.10, 0.01, 0.13, 0.13, 0.14, 0.15, -0.62, 0.18, -0.01, 0.12, 0.06, 0.12, 0.11]}

=====

Taking the records one at a time from the top gives ΔE to the lowest compared entry with this formula, charge and spin values of 404.23 550.07 kJ/mol.